94
Properties=species:S:1:pos:R:3:forces:R:3:mulliken_charge:R:1 method="wB97M-V/def2-TZVPD" homo_lumo_gap_ev=6.755 total_energy_ev=-58302.539 charge=+2 relative_energy_kcal_mol=81.16 e_homo_ev=-12.91
Y -0.06942 0.39044 -0.07837 1.738 -0.777 -0.714 -0.973
C -1.04792 -6.83275 -0.75310 -0.051 0.070 0.049 -1.740
C -0.49176 -5.45107 -0.55693 0.147 -0.106 -0.064 0.364
C 0.84877 -5.19534 -0.57691 -0.057 -0.085 -0.010 -1.075
C 1.37426 -3.89888 -0.31194 -0.158 0.171 -0.084 0.549
C 2.72578 -3.55644 -0.25084 0.040 0.146 0.096 -0.257
N 3.79626 -4.12330 -0.77156 -0.009 -0.001 -0.009 -0.016
C 3.86898 -5.07340 -1.88415 -0.137 0.029 -0.375 -0.953
C 3.46897 -4.43884 -3.22909 0.120 0.169 0.267 0.112
C 4.41652 -3.35073 -3.76627 -0.216 -0.278 -0.027 -0.992
N 4.31688 -2.08626 -3.02382 -0.109 0.012 -0.018 -0.031
C 3.28226 -1.27789 -2.92572 0.115 0.054 0.103 -0.416
C 2.13379 -1.16657 -3.71888 -0.335 0.033 0.059 0.336
C 2.04460 -1.52629 -5.08897 -0.015 0.015 -0.013 -0.539
C 0.92342 -1.28544 -5.83361 0.143 -0.093 -0.064 -0.152
C 0.86371 -1.57826 -7.30696 -0.052 0.092 0.048 -1.728
C -0.18385 -0.71929 -5.17292 -0.011 0.003 0.182 -0.601
C -0.18178 -0.37071 -3.83751 0.167 0.009 -0.024 0.795
C -1.41641 0.15018 -3.27862 -0.168 0.012 0.095 -0.647
N -1.72176 0.34706 -2.05184 0.171 0.037 0.095 0.570
C -3.10504 0.82499 -1.85784 -0.330 -0.125 -0.018 -0.647
C -4.12065 -0.28220 -1.55676 0.238 0.004 0.150 -0.876
C -3.95963 -0.92326 -0.17008 -0.074 0.156 -0.143 -0.434
N -3.05558 -2.04028 -0.27652 0.047 -0.282 -0.133 -0.460
C -1.87305 -1.98860 0.12828 -0.005 0.353 0.160 1.555
C -0.92410 -3.09388 -0.05875 0.079 -0.191 0.085 0.920
C -1.36896 -4.36680 -0.31786 0.074 0.247 0.016 -0.538
C 0.47265 -2.80927 -0.01114 0.140 -0.388 -0.097 -0.602
O 0.90239 -1.63324 0.21999 -0.169 -0.191 0.198 0.406
C 1.01267 -0.52576 -3.06463 0.242 -0.247 -0.308 0.405
O 1.09348 -0.16557 -1.85407 -0.008 0.241 -0.243 -0.893
H -0.27122 -7.53491 -1.04933 -0.012 -0.019 0.003 0.380
H -1.82590 -6.83229 -1.51722 0.015 -0.027 -0.011 0.395
H -1.50138 -7.19284 0.17200 0.005 -0.043 -0.026 0.350
H 1.52699 -6.02729 -0.70975 -0.009 0.002 -0.037 0.436
H 2.93194 -2.64473 0.30371 0.048 -0.051 -0.019 0.315
H 4.67506 -3.71382 -0.49926 0.040 0.002 0.062 0.380
H 3.22522 -5.92473 -1.69457 0.058 -0.052 0.047 0.203
H 4.89193 -5.44438 -1.93140 0.009 -0.004 0.080 0.508
H 2.45764 -4.03222 -3.14683 -0.027 -0.031 -0.061 0.048
H 3.43345 -5.23968 -3.96847 0.001 -0.003 -0.014 0.529
H 4.20106 -3.18784 -4.81557 0.070 0.050 -0.051 0.219
H 5.45246 -3.68201 -3.70473 0.026 0.070 0.015 0.530
H 5.08335 -1.88942 -2.40070 0.016 0.035 0.060 0.374
H 3.31308 -0.59806 -2.07784 0.100 0.008 -0.020 0.639
H 2.91827 -1.91320 -5.59404 0.003 -0.061 -0.006 0.494
H 1.74462 -2.12679 -7.63370 -0.011 -0.013 -0.028 0.383
H 0.81263 -0.64915 -7.87727 0.008 -0.029 -0.028 0.357
H -0.02174 -2.16351 -7.55582 0.020 -0.026 -0.009 0.395
H -1.09088 -0.55324 -5.74642 -0.013 0.004 0.011 0.522
H -2.17691 0.36008 -4.03724 -0.014 -0.014 0.007 0.391
H -3.44331 1.35461 -2.75280 0.104 0.038 -0.011 0.650
H -3.12134 1.52585 -1.03190 0.019 0.055 -0.036 -0.305
H -4.05144 -1.06396 -2.31657 -0.120 0.012 -0.037 0.350
H -5.11088 0.16835 -1.62606 -0.004 0.006 -0.010 0.509
H -4.92434 -1.32323 0.14175 0.027 0.045 0.081 0.580
H -3.62931 -0.17047 0.55696 -0.012 -0.030 0.055 0.025
H -1.47869 -1.07114 0.66342 -0.795 -0.926 0.212 -0.902
H -2.44077 -4.52974 -0.33838 -0.007 -0.017 0.002 0.647
C -0.23239 3.37926 3.07406 0.006 -0.107 -0.018 -1.612
C 0.02014 1.90456 2.93774 0.006 0.031 0.005 0.901
C 1.23143 1.44490 2.40543 0.093 -0.066 0.308 -0.211
C 1.55726 0.08672 2.44404 0.125 0.126 0.212 0.565
C 2.95075 -0.36665 2.09441 -0.112 0.034 0.046 -1.766
C 0.61281 -0.81553 2.93461 -0.078 0.040 -0.059 0.196
C -0.63936 -0.39003 3.37088 0.048 -0.046 -0.027 -0.310
C -1.65837 -1.37509 3.87118 0.022 0.043 0.004 -1.842
C -0.91235 0.97766 3.38281 0.008 0.050 0.005 -0.080
H -1.29958 3.59478 3.12643 0.012 0.018 0.010 0.305
H 0.21417 3.93769 2.25061 -0.005 0.040 0.029 0.372
H 0.22077 3.73747 4.00016 -0.005 0.043 -0.008 0.465
H 1.98107 2.16788 2.10077 -0.021 -0.021 -0.123 0.356
H 2.97911 -1.44728 1.97048 0.028 0.018 0.008 0.345
H 3.62961 -0.10697 2.90836 0.038 0.020 -0.039 0.485
H 3.31529 0.11957 1.18718 0.044 -0.032 -0.002 0.317
H 0.86610 -1.86804 2.99650 -0.030 -0.005 -0.092 0.439
H -1.68872 -1.36530 4.96219 -0.013 -0.015 -0.007 0.467
H -1.41978 -2.38879 3.55089 -0.019 -0.013 0.013 0.359
H -2.65638 -1.11602 3.51608 -0.009 -0.013 0.005 0.361
H -1.86767 1.32335 3.75921 -0.005 -0.004 -0.030 0.436
C -3.97904 4.49652 1.05444 -0.159 -0.013 0.078 -0.956
N -2.68001 4.01476 0.59243 0.000 -0.067 -0.084 0.296
C -1.81628 4.81355 -0.08161 0.133 0.004 -0.039 -0.064
C -0.61668 4.37971 -0.53475 0.078 0.055 -0.059 -1.249
C -0.28940 3.01511 -0.29742 -0.277 0.196 0.132 0.852
O 0.78327 2.43423 -0.65217 0.026 -0.102 0.012 -0.621
N -1.18011 2.21688 0.35141 -1.198 1.574 0.051 1.969
C -2.37937 2.67338 0.82214 0.096 0.017 0.303 -0.894
O -3.15860 1.95256 1.42689 -0.020 0.093 -0.137 -0.669
H -4.04789 5.56466 0.87129 0.035 0.007 -0.010 0.388
H -4.09654 4.29573 2.11677 0.055 0.018 0.002 0.296
H -4.78214 3.98173 0.52889 0.036 0.008 -0.018 0.300
H -2.14039 5.83411 -0.23547 -0.032 -0.003 0.035 0.435
H 0.06557 5.02815 -1.06085 -0.012 -0.004 0.009 0.531